Entry from the OMol25 dataset: a structure of composition C24H25N3O3Tc in a non-equilibrium geometry (ωB97M-V/def2-TZVPD).

Geometry as ORCA input:
```
! RIJCOSX wB97M-V def2-TZVPD def2/J DEFGRID3
* xyz 2 4
C 2.05170 0.20523 3.38002
N 0.66859 0.62173 1.50514
C 1.99071 -0.93379 -2.01583
C -0.29446 -1.16184 -3.12879
C -2.90837 3.28530 -2.50274
H -4.06294 0.45854 1.09586
O 1.59978 -0.34808 -0.80727
H -3.05623 -1.74244 1.92750
H -1.34654 -3.38537 1.58461
C -2.95150 0.25426 1.16569
H -0.14470 -0.61911 -4.07354
H 2.70008 1.66706 4.66710
C -2.10979 2.64204 -1.60057
O 0.17345 1.94796 -1.06405
C 0.94128 -1.90842 -2.57010
H 2.61678 -0.47708 4.01032
H 2.92488 -1.49189 -1.72610
H -1.13798 -1.83065 -3.27933
H -0.09608 2.46326 1.40115
C -2.75002 1.87537 -0.57279
C -2.41567 4.05854 -3.48662
C 1.66272 -1.67527 1.83164
N -2.21529 0.89013 0.02959
Tc -0.19244 0.16704 -0.30882
H -0.61309 0.73402 -2.72968
C -1.03898 4.25844 -3.53102
O -0.79790 -0.07923 -2.29274
C 1.12051 -4.01977 1.97442
H 0.91006 3.49224 -2.81936
H -2.60035 0.71614 2.14470
H 2.62511 -5.33774 2.53403
C 0.70563 -2.72872 1.68979
C 1.32271 2.38300 3.02173
H 0.68435 -2.61997 -1.74852
H 4.33731 -3.53711 2.70730
H 1.23276 3.42328 3.13565
H -3.97363 2.99876 -2.40395
H 2.16687 -0.13520 -2.73104
N -1.21382 -1.49388 0.85326
H -3.11040 -1.69379 0.11222
C -2.72564 -1.28095 1.02896
C -0.71359 2.69332 -1.74205
C -0.70561 -2.56461 1.30731
H 3.75896 -1.26549 1.99366
C 1.42240 -0.25326 2.21865
C 2.39375 -4.31456 2.38730
H 0.34679 -4.84789 1.91937
H -0.52021 4.84853 -4.20434
H -3.12516 4.49905 -4.17020
C 3.01839 -2.04576 2.06958
H -3.77485 2.16899 -0.25577
C -0.18870 3.54343 -2.68710
C 2.08741 1.50863 3.77841
H 1.41350 -2.55379 -3.35997
C 3.35251 -3.32822 2.37781
C 0.55496 1.86960 1.95952
*
```

Values from the calculation:
**E_HOMO (alpha / beta)**: -14.434 / -14.538 eV
**Orbital gap (alpha / beta)**: 7.99 / 6.77 eV
**LUMO level (alpha / beta)**: -6.443 / -7.763 eV

Entry from the OMol25 dataset: the molecule C24H25N5O4 (ωB97M-V/def2-TZVPD).

Geometry as ORCA input:
```
! RIJCOSX wB97M-V def2-TZVPD def2/J DEFGRID3
* xyz 0 1
H -2.43148 -3.14099 1.20688
C 1.18503 -1.10955 0.53050
H 2.41812 -4.12541 -1.39769
H -5.13258 3.34888 -0.93781
C -1.20189 0.12539 -0.78065
C 0.91281 -1.15610 -0.83402
H -3.86134 -3.84151 0.41639
H 2.64956 2.73637 0.29192
N 1.83406 -2.05955 1.17483
C -1.19352 1.38158 -0.06883
O -2.02430 1.82353 0.70418
H 4.31811 -1.03768 -0.19625
N -4.21408 0.30968 0.01932
H 5.42191 0.36460 -0.13100
C 2.05344 -3.25446 -0.87507
H -6.95616 2.88320 0.67282
C 3.51171 2.10715 0.50987
C 0.09084 2.08532 -0.48745
H -2.50969 -2.71299 -1.10599
C -3.38795 -0.78728 -0.02490
C -5.16313 2.40674 -0.41639
C 0.12248 -0.04555 -1.48742
H -3.39937 1.63050 -1.36922
C -6.20084 2.13515 0.49135
H -3.93595 -3.38967 2.11301
C 1.36096 -2.25856 -1.54573
N 0.74721 1.24700 -1.32276
O 4.67711 1.08045 2.37925
N -5.11828 -1.25360 1.34289
C 3.20804 0.88019 -1.56443
O -1.79606 -2.07630 -1.24437
C 3.60060 1.91608 2.02260
N 3.34874 0.80637 -0.12506
H 2.06162 2.70287 -1.84974
C 2.26144 -3.10557 0.48669
C -3.51825 -3.10928 1.14992
C -5.25890 -0.01712 0.87329
H 4.07583 1.37461 -2.04148
H 1.81354 1.45389 -3.09126
O 0.44926 3.20493 -0.18994
H 1.16573 -2.34072 -2.60623
H 2.65698 1.48279 2.38453
C 4.46651 -0.04766 0.24277
H 5.40998 -0.76300 2.05570
H 0.85326 -0.27193 1.12979
C -6.26501 0.91959 1.11986
H 4.42758 2.61049 0.15098
C -4.00104 -1.74373 0.80653
C -4.18279 1.48478 -0.64388
C 4.53608 -0.17719 1.76415
H 3.62302 -0.67518 2.12059
H 2.79034 -3.85601 1.05941
H -7.05813 0.65478 1.79833
C -2.12120 -0.88041 -0.69221
H 3.16720 -0.14889 -1.93476
C 1.94731 1.62893 -2.01644
H 3.77447 2.87245 2.51788
H -0.00890 -0.27240 -2.55528
*
```

Values from the calculation:
**E_HOMO**: -8.287 eV
**Relative energy (zero: lowest compared OMol25 entry of this formula, charge and spin)**: 111.27 kJ/mol
**Orbital gap**: 7.80 eV
**LUMO level**: -0.483 eV
**SMILES**: Cc1nc2ccccn2c1/C(O)=C1\C(=O)C(=O)N(CCN2CCOCC2)[C@H]1c1cccnc1

The records above yield electronic energy values of -1399.7742 -1504.3016 Ha, respectively.